C18H48FO6Zn as an isolated structure, computed with wB97M-V/def2-TZVPD.

Properties
energy above the lowest of the compared OMol25 structures with the same formula, charge and spin: 79.9 kcal per mole
strongest force on any atom: 3.4 eV/Å
HOMO: -12.34 eV
molar mass: 444.96 g/mol
DFT total energy: -82859.148 eV
E_LUMO: -6.398 eV
frontier orbital gap: 5.944 eV
total charge: +1

Geometry (Å):
Zn -18.446984 -11.141917 9.778680
F -18.540276 -12.776073 10.823755
C -22.921355 -13.968612 8.730148
C -23.141432 -12.903672 9.803333
C -22.167215 -13.025757 10.992182
O -22.884017 -11.594295 9.269358
H -23.440190 -13.780747 7.793310
H -23.200980 -14.940426 9.136087
H -21.846643 -13.920931 8.540369
H -24.188318 -12.909841 10.105585
H -22.366947 -12.266145 11.745700
H -21.146792 -12.978713 10.601100
H -22.311217 -13.968576 11.528050
H -21.959599 -11.569505 9.006176
C -21.765786 -8.755820 11.041633
C -20.264060 -8.764433 11.258406
C -19.874371 -8.251851 12.652442
O -19.685002 -10.064184 11.079692
H -22.157176 -7.742604 10.974376
H -22.266039 -9.384646 11.776944
H -21.976423 -9.169787 10.050937
H -19.824656 -8.006481 10.605436
H -19.970312 -8.963426 13.476361
H -20.417103 -7.345442 12.913012
H -18.807764 -8.012592 12.632795
H -19.746944 -10.492896 11.965554
C -19.644665 -15.873178 8.914997
C -19.657040 -16.403396 10.340581
C -19.421077 -17.899116 10.468630
O -18.662809 -15.755937 11.115680
H -18.727428 -16.062641 8.349191
H -19.789090 -14.791057 8.860581
H -20.451127 -16.325434 8.333573
H -20.664026 -16.117389 10.676851
H -20.123573 -18.415552 9.810768
H -19.589910 -18.242866 11.488043
H -18.421377 -18.216528 10.173507
H -18.687441 -14.815135 10.900785
C -14.009485 -14.104833 12.042365
C -15.494014 -14.344626 12.250183
C -15.884650 -14.845744 13.629677
O -16.103877 -13.059590 11.973753
H -13.763039 -13.964786 10.989825
H -13.428555 -14.925950 12.460132
H -13.732120 -13.156061 12.507767
H -15.838852 -15.016961 11.460417
H -15.644752 -14.048558 14.337534
H -15.437886 -15.779124 13.972887
H -16.949398 -15.072150 13.726739
H -16.974648 -13.204480 11.570866
C -19.571970 -11.742748 15.608009
C -19.240840 -12.567611 14.368134
C -19.851597 -13.961137 14.338018
O -19.622351 -11.824422 13.212271
H -20.642037 -11.529510 15.644681
H -18.974178 -10.836269 15.682139
H -19.371770 -12.355922 16.488844
H -18.153048 -12.714907 14.394880
H -20.928495 -13.977873 14.510334
H -19.353680 -14.602757 15.068302
H -19.661287 -14.466208 13.386837
H -19.146337 -12.290472 12.502842
C -16.354788 -9.704311 13.100590
C -16.147711 -9.516276 11.605688
C -14.678457 -9.300680 11.259952
O -16.690277 -10.633460 10.891198
H -15.953019 -10.684068 13.385845
H -17.401176 -9.800006 13.395966
H -15.828104 -8.971789 13.707438
H -16.666855 -8.596399 11.323062
H -14.589369 -9.066126 10.197657
H -14.034292 -10.162645 11.435058
H -14.346499 -8.441541 11.841342
H -16.324813 -11.425917 11.364395

Forces on atoms 1 to 3 (eV/Å):
0.401 -0.231 3.384
-0.118 0.880 -1.349
0.446 0.426 0.719

C9H24ClIIrN5OP2 as an isolated structure, computed with wB97M-V/def2-TZVPD.

Properties
energy above the lowest of the compared OMol25 structures with the same formula, charge and spin: 14.1 kcal per mole
strongest force on any atom: 4.4 eV/Å
2S+1: 6
HOMO (spin up / spin down): -17.73 / -18.78 eV
molar mass: 634.85 g/mol
DFT total energy: -61225.101 eV
E_LUMO (spin up / spin down): -10.880 / -14.693 eV
frontier orbital gap (spin up / spin down): 6.851 / 4.089 eV
total charge: +3

Geometry (Å):
C 3.115027 1.708595 -1.302841
C 2.052660 0.864942 -0.583642
H 4.172717 1.389223 -1.138482
H 3.148153 2.766140 -1.003424
H 2.986118 1.662492 -2.392056
O 2.492868 -0.070222 0.099447
I -0.330097 3.082806 -2.450360
Ir 0.072708 1.223966 -0.800748
P 0.427671 -1.061120 -1.655642
C 0.678071 -2.538292 -0.637318
C -1.073577 -1.294066 -2.652949
H -0.730596 -1.655041 -3.644124
H 1.731069 -2.059134 -3.424172
H -1.597446 -0.318419 -2.701387
H 1.725269 -0.273448 -3.601593
H -0.279455 -2.860412 -0.209444
H -1.639947 -2.053546 -2.079795
C 1.793252 -1.103491 -2.881944
H 1.107551 -3.368495 -1.229831
H 2.720079 -1.050958 -2.286321
H 1.390349 -2.294853 0.158943
P 0.440967 1.436472 1.602207
C 0.712464 -0.050942 2.558823
C 2.007383 2.404186 1.806171
H -1.495034 2.839298 1.638646
H -0.217662 3.423900 2.770215
H -1.241146 1.979830 3.204396
C -0.751413 2.540816 2.392347
H 2.034336 3.245857 1.104257
H 2.105211 2.789896 2.826623
H 0.953919 0.192283 3.591854
H 1.533447 -0.645819 2.161605
H 2.836071 1.722401 1.582933
H -0.187186 -0.654468 2.514466
Cl -2.268142 1.960712 -0.629994
N -4.244382 -2.853181 0.176266
N -3.358937 -1.993168 0.786926
N -3.863563 -0.974139 1.566614
C -2.889504 -0.085680 1.456680
N -1.892396 -0.470117 0.626706
N -2.209287 -1.666927 0.155691
H -3.841991 -3.744493 -0.040922
H -5.132449 -2.989606 0.686244
H -2.993150 0.896223 1.878928

Forces on atoms 1 to 3 (eV/Å):
0.749 0.276 -0.388
4.346 -0.641 0.504
-0.997 -0.386 0.293

A 2-piece molecular cluster, C3H4ClF overall, computed with wB97M-V/def2-TZVPD.

Properties
energy above the lowest of the compared OMol25 structures with the same formula, charge and spin: 60.5 kcal per mole
strongest force on any atom: 6.1 eV/Å
2S+1: 3
HOMO (spin up / spin down): -6.23 / -10.67 eV
molar mass: 94.52 g/mol
DFT total energy: -18408.768 eV
E_LUMO (spin up / spin down): 0.518 / -3.752 eV
frontier orbital gap (spin up / spin down): 6.750 / 6.921 eV

Geometry (Å):
C -2.227235 0.338234 0.871283
C -1.134408 -0.294688 0.626835
C 0.135296 -0.667873 0.492375
F -1.458215 -2.163440 -1.196597
Cl -3.595778 0.862920 -0.105535
H -2.578155 0.227505 1.876300
H 0.884150 0.051465 0.497183
H 0.262632 -1.689647 0.236839
H -1.111583 -1.255151 -0.807429

Forces on atoms 1 to 3 (eV/Å):
-4.752 2.953 2.547
4.838 -2.578 -2.670
-2.088 -0.527 0.457

Question: Which of these has the lowest strongest force on any atom?
Answer: C18H48FO6Zn

Question: Which formula does entry 1 have?
Answer: C18H48FO6Zn

Question: Look up the DFT total energy of the third one.
Answer: -18408.768 eV